Entry from the Open Molecules 2025 dataset: an isolated ion of composition C3H9N2Si and charge +1 at a distorted geometry (the ωB97M-V functional and the def2-TZVPD basis).

frontier orbital gap = 10.376 eV
net charge = +1
HOMO energy = -0.57253 Ha
LUMO level = -5.203 eV

Cartesian coordinates (Å):
C (0.592, -0.530, -1.901)
C (-0.386, 1.869, 0.389)
C (0.835, -0.998, 1.390)
N (-2.789, -0.739, 0.217)
N (-1.723, -0.624, -0.099)
Si (0.116, 0.002, -0.076)
H (-0.358, -0.355, -2.457)
H (1.337, 0.182, -2.332)
H (0.914, -1.657, -1.850)
H (-0.640, 1.780, 1.569)
H (0.617, 2.312, 0.339)
H (-1.209, 2.286, -0.132)
H (-0.005, -1.730, 1.587)
H (1.749, -1.509, 1.114)
H (0.950, -0.289, 2.242)

---

Entry from the Open Molecules 2025 dataset: one molecule with the formula C6H6ClN at a distorted geometry (the ωB97M-V functional and the def2-TZVPD basis).

frontier orbital gap = 10.262 eV
HOMO energy = -0.35486 Ha
LUMO level = 0.605 eV

Cartesian coordinates (Å):
C (0.406, 0.181, -0.147)
C (-1.166, 0.285, 0.319)
C (0.025, -0.742, -1.303)
C (-0.234, -1.321, -2.361)
C (1.087, -0.506, 0.824)
C (1.469, -1.006, 1.999)
H (0.600, 2.253, -1.262)
H (0.394, 2.100, 0.519)
H (-1.670, 0.893, -0.502)
H (-1.545, -0.853, 0.385)
H (-0.605, -2.395, -2.970)
H (1.757, -1.366, 3.023)
N (0.977, 1.620, -0.467)
Cl (-1.494, 0.856, 1.944)

---

Entry from the Open Molecules 2025 dataset: C9H14AlBF9O2 as an isolated structure at a distorted geometry (the ωB97M-V functional and the def2-TZVPD basis).

frontier orbital gap = 6.867 eV
net charge = -1
HOMO energy = -0.15376 Ha
LUMO level = 2.683 eV

Cartesian coordinates (Å):
C (-0.814, 0.030, -0.074)
B (-1.236, -1.515, 0.197)
O (-1.264, -2.454, -0.915)
Al (-1.722, -2.326, 2.083)
C (-1.640, -0.958, 3.617)
F (-1.662, 0.374, 3.067)
F (-2.901, -1.075, 4.326)
C (-0.517, -1.165, 4.728)
F (-0.491, 0.005, 5.568)
F (-0.915, -2.215, 5.605)
C (0.959, -1.471, 4.229)
F (1.136, -2.752, 3.670)
F (1.774, -1.484, 5.406)
C (1.624, -0.384, 3.263)
F (2.996, -0.313, 3.636)
F (1.137, 0.907, 3.404)
F (1.662, -0.811, 1.918)
H (-0.015, 0.013, -0.908)
H (-0.311, 0.539, 0.812)
H (-1.674, 0.681, -0.454)
H (-0.935, -3.294, -0.524)
H (-3.269, -2.769, 1.932)
H (-0.925, -3.685, 2.355)
C (1.241, 2.908, -4.540)
C (0.623, 1.853, -5.431)
C (0.437, 0.697, -4.467)
O (0.217, 1.268, -3.172)
C (0.526, 2.666, -3.224)
H (1.116, 3.926, -4.912)
H (2.313, 2.715, -4.424)
H (-0.351, 2.198, -5.793)
H (1.236, 1.593, -6.296)
H (1.339, 0.077, -4.411)
H (-0.408, 0.059, -4.735)
H (-0.419, 3.220, -3.179)
H (1.133, 2.941, -2.359)

---

Entry from the Open Molecules 2025 dataset: a 2-piece molecular cluster, C3H13N2O overall at a distorted geometry (the ωB97M-V functional and the def2-TZVPD basis).

frontier orbital gap = 10.377 eV
net charge = +1
HOMO energy = -0.49586 Ha
LUMO level = -3.115 eV

Cartesian coordinates (Å):
N (0.346, -1.043, -0.118)
C (-0.087, 0.164, -0.902)
C (0.720, 1.338, -0.228)
N (0.476, 1.300, 1.197)
C (-0.861, 1.739, 1.617)
H (1.353, -1.189, -0.118)
H (-0.120, -1.938, -0.358)
H (0.117, -0.712, 0.854)
H (-1.135, 0.353, -0.681)
H (0.180, -0.084, -1.924)
H (0.258, 2.229, -0.715)
H (1.757, 1.307, -0.532)
H (1.241, 1.811, 1.609)
H (-1.578, 0.906, 1.546)
H (-0.727, 2.005, 2.663)
H (-1.344, 2.546, 1.064)
H (0.243, -3.781, -1.049)
H (-0.695, -3.780, -2.228)
O (-0.143, -3.172, -1.697)

---

Entry from the Open Molecules 2025 dataset: C27H31NO7PdS3 as an isolated structure at a distorted geometry (the ωB97M-V functional and the def2-TZVPD basis).

spin multiplicity = 5
frontier orbital gap (spin up / spin down) = 8.693 / 4.442 eV
net charge = +4
HOMO energy (spin up / spin down) = -0.70664 / -0.70226 Ha
LUMO level (spin up / spin down) = -10.536 / -14.667 eV
<S²> = 6.0438

Cartesian coordinates (Å):
Pd (0.314, 1.064, -0.722)
O (4.389, 1.870, -2.718)
C (3.180, 1.772, -2.242)
O (2.562, 0.731, -2.082)
C (2.549, 3.106, -1.972)
C (3.197, 4.315, -2.198)
C (2.459, 5.484, -2.093)
C (1.096, 5.402, -1.839)
C (0.536, 4.151, -1.628)
N (1.266, 3.037, -1.640)
C (-0.920, 3.852, -1.448)
O (-1.827, 4.777, -1.513)
O (-1.261, 2.699, -1.230)
H (4.792, 1.039, -3.006)
H (4.245, 4.330, -2.461)
H (2.931, 6.444, -2.253)
H (0.507, 6.309, -1.798)
H (-1.548, 5.665, -1.773)
O (-1.479, -0.467, -0.622)
S (-2.677, -1.197, -1.142)
C (-2.057, -2.692, -2.049)
C (-0.637, -3.059, -1.643)
C (0.457, -2.186, -2.278)
C (1.839, -2.484, -1.715)
S (1.859, -2.046, 0.084)
O (1.611, -0.578, 0.209)
C (3.591, -2.379, 0.411)
C (4.508, -1.332, 0.574)
C (5.835, -1.657, 0.710)
C (6.224, -3.018, 0.778)
C (5.293, -4.060, 0.612)
C (3.965, -3.744, 0.483)
C (-3.440, -1.975, 0.295)
C (-2.733, -2.056, 1.506)
C (-3.317, -2.745, 2.539)
C (-4.627, -3.264, 2.395)
C (-5.329, -3.158, 1.179)
C (-4.751, -2.480, 0.134)
H (-2.140, -2.459, -3.112)
H (-2.759, -3.496, -1.824)
H (-0.470, -4.092, -1.957)
H (-0.563, -3.041, -0.551)
H (0.251, -1.128, -2.147)
H (0.486, -2.364, -3.355)
H (2.613, -1.887, -2.191)
H (2.088, -3.546, -1.780)
H (4.174, -0.302, 0.558)
H (6.573, -0.868, 0.781)
H (7.252, -3.263, 1.026)
H (5.605, -5.096, 0.634)
H (3.223, -4.534, 0.439)
H (-1.750, -1.614, 1.606)
H (-2.774, -2.891, 3.465)
H (-5.115, -3.721, 3.249)
H (-6.322, -3.573, 1.072)
H (-5.293, -2.351, -0.795)
O (-0.516, 1.648, 1.278)
S (-1.464, 2.797, 1.645)
C (-1.663, 2.680, 3.466)
C (-2.874, 1.797, 3.704)
C (-3.901, 2.204, 2.652)
C (-3.165, 2.194, 1.317)
H (-1.839, 3.705, 3.794)
H (-0.727, 2.318, 3.886)
H (-3.259, 1.948, 4.713)
H (-2.609, 0.741, 3.600)
H (-4.291, 3.199, 2.868)
H (-4.751, 1.520, 2.634)
H (-3.619, 2.817, 0.551)
H (-3.005, 1.189, 0.932)

---

Entry from the Open Molecules 2025 dataset: one molecule with the formula C6H12N2 at a distorted geometry (the ωB97M-V functional and the def2-TZVPD basis).

frontier orbital gap = 9.094 eV
HOMO energy = -0.29891 Ha
LUMO level = 0.960 eV

Cartesian coordinates (Å):
C (0.102, -0.248, 0.603)
C (0.260, 0.080, -1.089)
C (1.449, -0.377, 1.309)
C (-0.777, 0.775, 1.305)
C (-0.493, 1.323, -1.537)
N (-0.579, -1.523, 0.532)
C (-0.288, -1.207, -1.594)
N (-0.698, -2.036, -0.709)
H (-0.377, -2.217, 1.235)
H (1.311, 0.189, -1.381)
H (-0.235, -1.518, -2.625)
H (1.976, 0.575, 1.298)
H (2.066, -1.131, 0.820)
H (1.313, -0.665, 2.351)
H (-0.876, 0.501, 2.354)
H (-0.341, 1.770, 1.252)
H (-1.764, 0.805, 0.860)
H (-0.127, 2.218, -1.040)
H (-0.363, 1.455, -2.610)
H (-1.558, 1.232, -1.334)

---

DFT total energy across the listed records, respectively: -14107.92479; -20323.76909; -45385.89023; -8342.99965; -80266.66616; -9395.72681 eV.